# 1
The following is a DFT calculation (the ωB97M-V functional and the def2-TZVPD basis) of 14 unconnected molecules or ions with the total composition C4H33NO15S in a non-equilibrium geometry.

The total energy comes out at -47726.5243 eV. The spin multiplicity is 1. The net charge is -2.

Structure (XYZ):
```
54
Properties=species:S:1:pos:R:3:mulliken_charge:R:1
O -0.5440 2.3388 -1.3535 -0.86
C -1.4016 1.3850 -1.3823 -0.54
N -1.2790 0.1968 -0.8517 -0.75
C 0.0403 -0.3204 -0.5170 3.31
C 0.1995 -0.4422 1.0006 0.21
S 1.8287 -1.0342 1.6059 -0.76
C 0.0938 -1.7124 -1.1975 -1.51
O -0.3129 -1.6082 -2.5758 -0.74
H -2.3958 1.6676 -1.7491 0.50
H -1.2012 -1.2381 -2.5633 0.39
H 0.8390 0.2480 -0.9945 -0.99
H -0.5598 -1.0877 1.4235 -0.19
H 0.0081 0.5618 1.3949 -0.44
H 1.0702 -2.1678 -1.2112 0.46
H -0.6109 -2.3909 -0.7177 0.17
H -1.6675 2.1081 1.3287 0.40
H -2.4659 1.1370 0.4774 0.48
O -2.5786 1.7178 1.2532 -1.04
H 0.4996 -0.7638 3.1571 0.35
H 0.1178 0.6984 3.1768 0.41
O -0.1090 -0.1441 3.6019 -0.80
H -2.2970 4.0123 -0.6372 0.33
H -3.1364 3.2353 0.4103 0.46
O -3.1521 4.0238 -0.1782 -0.71
H 0.8998 0.4286 -4.6235 0.32
H 0.0198 -0.6901 -4.0706 0.50
O 0.1847 -0.1573 -4.8814 -0.71
H 1.1891 2.3151 -1.3907 0.45
H 2.3472 1.4495 -2.0090 0.43
O 2.1767 2.1808 -1.3753 -0.86
H -1.7899 -3.0904 1.2634 0.45
H -0.6259 -3.1289 2.2678 0.34
O -1.1276 -3.7223 1.6652 -0.78
H -0.2027 2.7717 0.2518 0.36
H 0.8225 2.6325 1.3754 0.46
O -0.1359 2.8332 1.2406 -0.81
H 0.2645 -4.4085 0.7926 0.46
H 1.6973 -3.8615 0.6243 0.28
O 1.1399 -4.6200 0.3973 -0.73
H 3.3903 -0.2433 -2.0508 0.44
H 2.0742 -0.6951 -2.6919 0.32
O 2.7879 -0.0551 -2.8123 -0.80
H 2.4592 2.1455 0.3173 0.42
H 2.5576 1.1843 1.5553 0.30
O 2.4676 2.1270 1.3076 -0.89
H 3.6682 -0.8852 0.0397 0.38
H 3.9143 0.5781 -0.2751 0.36
O 4.2395 -0.2979 -0.4964 -0.86
H -1.8203 -0.5414 3.1405 0.48
H -2.7483 0.3068 2.2927 0.48
O -2.7285 -0.5664 2.7491 -0.83
H -2.3908 -1.2350 0.1304 0.34
H -2.9014 -1.3280 1.5931 0.53
O -2.8141 -1.8474 0.7720 -0.94
```

***

# 2
The following is a DFT calculation (the ωB97M-V functional and the def2-TZVPD basis) of a molecular structure, C4H34B6KO2Zr in a non-equilibrium geometry.

The total energy comes out at -30451.7101 eV. The spin multiplicity is 1. The net charge is -1.

Structure (XYZ):
```
48
Properties=species:S:1:pos:R:3:mulliken_charge:R:1
Zr -1.6345 1.6125 1.6537 -1.04
K 3.0428 -1.9107 1.1548 0.78
B -2.9775 -0.2420 2.7891 -0.08
H -1.9567 0.2263 3.1242 -0.15
H -3.2611 0.2235 1.7573 -0.07
H -2.9307 -1.4297 2.8580 -0.17
H -3.7823 0.2204 3.5675 -0.18
B 0.3206 1.9964 3.0493 0.24
H -0.4017 1.0831 3.0330 0.14
H 0.8013 2.0376 4.1389 -0.13
H 1.1855 1.8210 2.2542 -0.02
H -0.2227 2.9858 2.7221 0.10
B -0.4656 3.2499 -0.0159 0.21
H -0.5633 4.2113 -0.7257 -0.18
H 0.6612 3.1069 0.3461 -0.17
H -1.2576 3.4269 0.8509 0.13
H -0.8759 2.2939 -0.5597 0.01
B -3.2974 1.5970 -0.1383 0.46
H -4.2853 1.0925 0.3048 -0.22
H -3.0695 2.5882 0.4606 0.09
H -2.4012 0.8289 -0.0910 0.12
H -3.3935 1.8297 -1.3061 -0.20
B -0.1440 -0.1071 0.7927 0.44
H -1.1276 -0.2815 1.4000 0.30
H 0.8023 -0.4880 1.4126 -0.36
H -0.2137 -0.7060 -0.2330 -0.44
H -0.0168 1.0440 0.6235 0.20
B 3.5131 -0.6332 3.7037 0.30
H 2.6708 -0.3692 2.8913 -0.52
H 3.3413 -1.7770 4.0264 -0.21
H 4.6331 -0.4710 3.2454 -0.20
H 3.3037 0.0835 4.6479 -0.22
C 2.4121 -0.0957 -4.6838 -0.76
O 1.2160 -0.7717 -4.3947 -0.33
C 1.1732 -1.1825 -3.0529 -0.21
C -0.1904 -1.7393 -2.7455 -0.47
O -0.4773 -2.8648 -3.5499 -0.39
C -0.2289 -4.1042 -2.9551 -0.64
H 3.2953 -0.6848 -4.3728 0.29
H 2.4431 0.8536 -4.1412 0.30
H 2.5693 -0.0257 -5.7584 0.27
H 1.3999 -0.3214 -2.3970 0.35
H 2.0043 -1.8551 -2.7702 0.20
H -0.9598 -0.9774 -2.8487 0.34
H -0.1803 -2.0549 -1.6996 0.33
H -0.9063 -4.3026 -2.1122 0.28
H 0.7911 -4.1466 -2.5418 0.26
H -0.3583 -4.8707 -3.7147 0.24
```

***

# 3
The following is a DFT calculation (the ωB97M-V functional and the def2-TZVPD basis) of 13 unconnected molecules or ions with the total composition C4H34N2O13S in a non-equilibrium geometry.

The total energy comes out at -45134.3798 eV. The spin multiplicity is 1. The net charge is -2.

Structure (XYZ):
```
54
Properties=species:S:1:pos:R:3:mulliken_charge:R:1
C 0.3991 -0.2380 1.0294 -0.56
N -0.7733 0.3130 1.6803 0.25
C -0.4636 1.7698 2.1210 -0.64
O -0.6321 2.5753 1.0378 -0.96
C 0.2143 -0.4808 -0.5167 1.04
C 1.4611 -1.0775 -1.1894 -0.41
S 1.1308 -2.4141 -2.4420 -0.53
N -0.0952 0.8488 -1.0874 -0.20
H 1.3550 0.2104 1.3064 0.34
H 0.5639 -1.2269 1.5087 -0.76
H -1.6234 0.4488 1.1444 0.11
H -1.2379 1.9204 2.8892 0.31
H 0.5649 1.7218 2.5091 0.38
H -0.6056 -1.1726 -0.7098 -0.19
H 2.1566 -1.3895 -0.4023 0.37
H 1.9463 -0.3506 -1.8324 -0.33
H 0.5434 1.1321 -1.8104 0.18
H -0.1803 1.5593 -0.3808 -0.06
H 3.7128 1.2121 -1.1539 0.37
H 4.1303 0.2553 -2.3021 0.30
O 4.2515 1.1430 -1.9559 -0.67
H 0.1430 -2.2099 3.5169 0.26
H -0.8982 -1.0367 3.8027 0.26
O -0.2563 -1.6520 4.1832 -0.64
H -2.1102 4.1495 -0.3716 0.30
H -1.9755 3.3295 0.9445 0.44
O -2.6527 3.8286 0.3558 -0.87
H -3.4462 -1.1851 2.4371 0.37
H -2.3284 -2.2374 2.6472 0.32
O -3.2800 -2.1104 2.6719 -0.69
H 3.4504 -3.3126 -0.5438 0.33
H 4.0662 -2.3625 -1.4781 0.33
O 4.3057 -2.9034 -0.7121 -0.67
H 0.2214 3.9611 0.8505 0.40
H 0.8930 4.6396 1.9580 0.27
O 0.9391 4.6495 0.9979 -0.72
H 0.3768 -0.3325 -4.0471 0.29
H 0.4880 1.1197 -4.2276 0.33
O 0.2783 0.3466 -4.7417 -0.66
H 1.9926 3.2378 -0.4282 0.30
H 1.4475 2.1314 0.3529 0.30
O 2.2194 2.3260 -0.1987 -0.62
H 2.0143 -3.0179 3.1586 0.34
H 1.9458 -3.0676 1.6958 0.38
O 2.5301 -3.3148 2.4259 -0.65
H -4.1978 0.4887 0.3314 0.32
H -4.0072 -1.1014 0.3231 0.32
O -4.0205 -0.3049 0.8582 -0.65
H -3.4847 2.6698 -0.5332 0.52
H -2.9988 1.1958 -0.9264 0.27
O -3.6957 1.8484 -1.0370 -0.81
H -1.9419 -2.5885 -1.9764 0.33
H -1.9328 -3.6565 -0.9858 0.32
O -2.5722 -3.1398 -1.4898 -0.66
```

***

One value per record, in order, for energy above the lowest of the compared OMol25 structures with the same formula, charge and spin: 0.703, 0.000, 0.332 eV.
One value per record, in order, for gap between HOMO and LUMO: 7.51, 7.54, 6.35 eV.
One value per record, in order, for E_LUMO: 0.1842, 0.0413, 0.1717 Eh.